8
Properties=species:S:1:pos:R:3:forces:R:3 method="wB97M-V/def2-TZVPD" spin_multiplicity=1 homo_lumo_gap_ev=9.9 charge=+1 e_lumo_ev=-7.31 homo_energy_ev=-17.22
C -1.510917 -2.185516 -0.965363 -0.251 1.629 1.192
C 1.063468 1.101658 0.252724 -1.961 -0.840 0.752
C -0.106920 0.845881 0.755420 2.167 0.360 -1.016
N -0.947568 -1.419403 -0.289892 -0.865 -1.358 -1.522
H -2.281993 -2.760231 -1.534548 1.353 0.449 0.627
H 1.501174 2.081677 0.588398 -0.211 -0.783 -0.364
H 1.565984 0.364930 -0.420936 -0.230 0.791 0.499
H -1.044580 0.838223 1.291683 -0.001 -0.248 -0.169

***

9
Properties=species:S:1:pos:R:3:forces:R:3 method="wB97M-V/def2-TZVPD" spin_multiplicity=1 homo_lumo_gap_ev=11.5 smiles=N#C[C@H]1CN1 e_lumo_ev=0.97 homo_energy_ev=-10.49
N 2.559837 -0.473755 -0.171287 -1.148 0.454 -0.118
C 1.499773 -0.014146 -0.245990 1.178 -0.485 -0.342
C 0.181430 0.593890 -0.245447 0.293 0.354 0.147
C -0.982408 -0.281574 -0.479809 0.466 -0.627 1.284
N -0.568707 0.280952 0.933722 0.599 -0.274 0.889
H 0.166537 1.622562 -0.582943 0.072 0.079 0.172
H -1.861127 0.112679 -0.007755 -2.008 0.090 -2.601
H -0.740215 -1.335291 -0.672202 -0.514 0.477 0.244
H -0.255116 -0.505320 1.471710 1.060 -0.067 0.325

***

9
Properties=species:S:1:pos:R:3:forces:R:3 method="wB97M-V/def2-TZVPD" spin_multiplicity=1 homo_lumo_gap_ev=10.6 smiles=c1cn[nH]c1 e_lumo_ev=1.07 homo_energy_ev=-9.50
N -0.977830 -0.600607 0.168142 -0.438 0.052 0.282
C -0.692407 0.708044 -0.024973 -0.195 -0.051 0.226
C 0.680478 0.823009 -0.031536 -0.182 -0.181 -0.208
C 1.121871 -0.528879 0.103627 -0.413 -0.473 -0.753
N 0.102623 -1.357925 0.260565 -0.173 -0.013 -0.511
H -1.850033 -1.093977 0.127825 -0.294 0.355 0.158
H -1.492347 1.418444 -0.168953 0.180 0.091 0.175
H 1.213559 1.769720 -0.102603 0.023 -0.585 -0.166
H 1.894087 -1.137827 -0.332091 1.491 0.805 0.797

***

9
Properties=species:S:1:pos:R:3:forces:R:3 method="wB97M-V/def2-TZVPD" spin_multiplicity=1 homo_lumo_gap_ev=9.9 smiles=c1c[nH]cn1 e_lumo_ev=0.91 homo_energy_ev=-8.98
C 0.953115 0.332781 0.132089 -1.185 0.082 -0.333
C 0.696262 -0.653963 -0.786854 0.419 -0.316 0.488
N -0.609448 -1.115613 -0.681151 -0.053 1.666 -2.046
C -1.195060 -0.158138 -0.021281 -0.518 -1.001 3.685
N -0.311078 0.620835 0.667847 1.569 0.312 -1.220
H 1.819309 0.937537 0.341278 -0.005 -0.139 0.027
H 1.320879 -0.997940 -1.600335 0.224 -0.320 0.506
H -2.167635 -0.139357 0.463939 -0.348 -0.444 -0.851
H -0.506344 1.173858 1.484467 -0.104 0.160 -0.255

***

9
Properties=species:S:1:pos:R:3:forces:R:3 method="wB97M-V/def2-TZVPD" spin_multiplicity=1 homo_lumo_gap_ev="8.0 / 7.7" e_lumo_ev="0.12 / -0.16" homo_energy_ev="-7.88 / -7.83"
C -1.850165 -0.066092 -0.081970 -0.096 1.686 0.528
C 1.287525 0.895945 -0.026257 -3.556 -2.698 0.411
C -0.718269 -0.811718 -0.012131 3.637 1.328 -0.001
N -2.809068 0.558411 0.009771 -1.105 0.616 -0.264
N 0.614174 -0.327659 0.014601 2.151 -0.898 0.338
H 0.720227 1.784257 0.134985 -0.248 0.409 -0.289
H 2.331826 0.878497 -0.096235 1.097 -0.218 0.120
H -0.977581 -1.809554 -0.125082 0.947 -2.030 0.037
H 1.401334 -1.102085 0.182318 -2.826 1.804 -0.880

***

9
Properties=species:S:1:pos:R:3:forces:R:3 method="wB97M-V/def2-TZVPD" spin_multiplicity=1 homo_lumo_gap_ev=12.6 smiles=CC#N.C#N e_lumo_ev=0.92 homo_energy_ev=-11.72
C 2.266856 1.167442 -0.049136 1.454 -0.806 -1.524
C 0.400420 -1.359196 -0.529335 1.895 0.048 -0.007
C -0.891752 -0.770762 -0.500206 0.601 -1.944 -3.314
N 1.296478 1.700589 0.195783 -1.240 0.774 0.813
N 1.489717 -1.594145 -0.809809 -0.066 -0.547 0.380
H 3.078270 0.682403 -0.580302 -0.234 0.135 0.744
H -1.606906 -1.543697 -0.594647 -1.058 -0.630 -0.168
H -0.813147 -0.206637 -1.416999 -0.775 0.459 -0.369
H -1.110166 -0.160574 0.249301 -0.577 2.511 3.445

***

9
Properties=species:S:1:pos:R:3:forces:R:3 method="wB97M-V/def2-TZVPD" spin_multiplicity=1 homo_lumo_gap_ev=9.1 e_lumo_ev=0.85 homo_energy_ev=-8.26
C -0.827729 1.004566 1.296740 -1.099 1.178 -3.075
C 0.269143 -0.824813 -0.788733 0.010 3.632 5.401
C 0.413164 0.547982 0.809507 0.142 -3.442 -3.110
N -0.410192 0.019550 1.945504 -0.113 -0.038 0.891
N 0.562872 -0.395081 -1.882736 0.144 -1.568 -3.928
H -1.653205 1.564463 0.742473 0.615 -0.645 2.095
H -0.171798 -1.667543 -0.305022 -0.295 -1.100 -0.220
H 1.423040 0.899692 0.845827 0.233 0.393 0.478
H 0.394705 -1.148816 -2.663561 0.362 1.591 1.469

***

9
Properties=species:S:1:pos:R:3:forces:R:3 method="wB97M-V/def2-TZVPD" spin_multiplicity=1 homo_lumo_gap_ev=10.3 smiles=N#C[C@H]1CN1 e_lumo_ev=0.82 homo_energy_ev=-9.50
N -1.629771 0.024795 2.125858 0.405 -0.194 -1.167
C -1.207403 -0.039603 1.046919 -0.124 0.516 0.761
C -0.683481 -0.124821 -0.293901 1.206 1.305 0.513
C 0.825135 0.331701 -0.520286 0.838 -0.032 0.468
N 0.427367 -1.038114 -0.559841 0.254 -0.262 -0.087
H -0.777794 0.721717 -0.957103 -2.397 -0.793 -1.183
H 1.103782 0.709959 -1.514161 -0.406 0.186 0.559
H 1.243109 0.839733 0.329051 0.545 -0.370 0.297
H 0.699057 -1.425368 0.343465 -0.322 -0.355 -0.159

***

9
Properties=species:S:1:pos:R:3:forces:R:3 method="wB97M-V/def2-TZVPD" spin_multiplicity=1 homo_lumo_gap_ev=11.1 smiles=N#C[C@H]1CN1 e_lumo_ev=0.89 homo_energy_ev=-10.22
N 2.585384 -0.503443 -0.248514 -1.342 0.359 -0.138
C 1.498511 -0.097106 -0.252754 0.669 -0.122 -0.140
C 0.182956 0.519335 -0.068408 0.256 0.970 0.497
C -1.148311 -0.313554 -0.185167 1.072 1.282 -1.036
N -0.546362 0.047084 1.062559 0.087 -0.231 0.343
H 0.096983 1.518649 -0.449314 0.203 0.577 0.655
H -2.014940 0.301330 -0.407826 0.149 -0.247 -0.288
H -0.601223 -0.778968 -0.992323 -1.159 -2.473 0.050
H -0.052999 -0.693323 1.541745 0.063 -0.114 0.058

***

9
Properties=species:S:1:pos:R:3:forces:R:3 method="wB97M-V/def2-TZVPD" spin_multiplicity=1 homo_lumo_gap_ev=11.4 smiles=N#C[C@H]1CN1 e_lumo_ev=0.72 homo_energy_ev=-10.65
C 1.164782 -0.045093 0.053454 1.606 0.433 0.075
C -0.237367 -0.145718 0.499356 0.438 0.144 0.354
C -1.313876 0.733336 -0.059510 -0.302 -0.109 0.412
H -0.355502 -0.441893 1.550335 0.288 0.213 -0.450
H -1.097506 1.435736 -0.849960 0.195 -0.018 -0.038
H -2.113335 1.070995 0.630044 0.599 -0.454 -0.423
H -1.873135 -1.250169 0.030573 -0.178 -0.187 0.128
N 2.301332 0.097039 -0.174944 -2.375 -0.367 0.322
N -1.193011 -0.678442 -0.442312 -0.270 0.345 -0.379

***

9
Properties=species:S:1:pos:R:3:forces:R:3 method="wB97M-V/def2-TZVPD" spin_multiplicity=1 homo_lumo_gap_ev=11.8 smiles=CC#N.C#N e_lumo_ev=1.02 homo_energy_ev=-10.82
C 0.533281 2.945647 0.409508 -0.651 1.743 0.285
C -0.493415 -0.741629 0.422398 1.043 0.406 0.901
C -0.183335 -1.819120 -0.512934 -0.165 2.284 -0.523
N 0.870522 1.877942 0.216819 0.933 -0.420 -0.606
N -0.454179 0.051801 1.260439 -0.990 -1.062 -0.455
H 0.173812 3.952917 0.591967 0.246 -0.669 -0.069
H -0.880636 -2.547227 -0.422054 -1.822 -2.789 0.967
H 0.810523 -2.150485 -0.435492 1.183 -0.463 0.391
H -0.376572 -1.569847 -1.530652 0.223 0.970 -0.892

***

9
Properties=species:S:1:pos:R:3:forces:R:3 method="wB97M-V/def2-TZVPD" spin_multiplicity=1 homo_lumo_gap_ev=12.4 smiles=CC#N.C#N e_lumo_ev=0.47 homo_energy_ev=-11.95
C -0.124011 -1.606686 1.308187 0.367 -2.885 4.151
C -0.807786 1.255910 -0.601058 1.120 -0.110 -0.874
C 0.626249 0.876335 -0.789772 -1.528 -3.794 1.373
N 0.143274 -2.335511 2.202800 -0.621 2.608 -3.533
N -1.949586 1.129092 -0.541692 -0.017 0.577 0.255
H -0.597789 -0.891579 0.681004 -0.165 -0.024 -0.132
H 1.101985 0.833298 -1.785465 -0.592 0.720 0.597
H 0.317233 -0.254850 -0.549775 1.608 1.950 -1.323
H 1.290432 0.993992 0.075772 -0.173 0.957 -0.514

***

Let's list energy above the lowest of the compared OMol25 structures with the same formula, charge and spin in order: 46.2; 75.6; 24.1; 15.1; 74.0; 34.4; 127.0; 75.9; 69.3; 37.2; 39.5; 52.5 kcal/mol.